No. 1
Molecular formula: C11H10N3O6PdS
Method: DFT, ωB97M-V with the def2-TZVPD basis set

Each line ends with the Löwdin charge.
CARTESIAN COORDINATES (ANGSTROEM)
Pd 1.16035 -0.39020 1.01625  0.9902
N 0.62221 1.19567 2.24178  -0.0628
C 0.81689 0.74231 3.64754  -0.1344
C 1.78794 -0.43511 3.78028  -0.5794
O 2.19179 -0.77951 4.89210  -0.0084
N 2.08185 -0.99045 2.61031  -0.1220
C 2.83490 -2.21724 2.46224  -0.1322
C 2.63512 -2.77740 1.05370  -0.6460
O 3.16281 -3.83904 0.75784  0.0124
O 1.88698 -2.08776 0.24395  -0.1668
H 1.23165 1.97346 2.01574  0.1002
H -0.33136 1.50280 2.07928  0.0550
H -0.14617 0.38362 4.01354  0.1234
H 1.13299 1.56453 4.28939  0.1138
H 2.51044 -2.96910 3.18628  0.1250
H 3.90521 -2.06147 2.61753  0.1237
O -1.14483 2.39163 0.06453  -0.3265
S -1.30983 1.00607 -0.31736  0.6013
O -2.06895 0.19479 0.60850  -0.3240
N 0.11355 0.31804 -0.65773  -0.1989
C 0.28577 0.03929 -1.99361  -0.5080
O 1.28618 -0.38545 -2.51974  0.0799
C -0.97921 0.36872 -2.75893  -0.1282
C -1.20815 0.18512 -4.11072  -0.0037
C -2.44684 0.54957 -4.62055  -0.0763
C -3.42948 1.09170 -3.79541  -0.0831
C -3.19575 1.28184 -2.43998  -0.0392
C -1.95942 0.90330 -1.95386  -0.2216
H -0.43060 -0.23774 -4.73304  0.1205
H -2.65732 0.41033 -5.67360  0.0992
H -4.38820 1.36570 -4.21738  0.0992
H -3.95051 1.70198 -1.78886  0.1178

Forces on atoms 1 to 6 (eV/Å):
0.147 0.063 0.039
0.053 -0.209 0.113
-0.166 0.035 -0.059
0.281 -0.003 -0.068
-0.084 0.031 0.018
-0.107 0.003 -0.095

Results
HOMO-LUMO gap in eV: 8.0312
Total energy in hartree: -1567.12071
Relative energy (zero: lowest compared OMol25 entry of this formula, charge and spin) in kcal/mol: 2.1
Charge: -1


No. 2
Molecular formula: C11H10Si
Method: DFT, ωB97M-V with the def2-TZVPD basis set

Each line ends with the Löwdin charge.
CARTESIAN COORDINATES (ANGSTROEM)
C 2.76047 3.06011 0.40925  0.0161
C 4.40669 -1.34872 -1.50543  0.0245
C 2.91778 1.88343 0.62266  -0.3120
C 3.96135 -0.69046 -0.63002  -0.3054
C -2.97075 0.81252 -0.63894  -0.1090
C -1.98008 1.64272 -1.05767  -0.1051
C -2.66381 -0.28980 0.21465  -0.0392
C -0.59721 1.39952 -0.70094  -0.0980
C -1.31536 -0.45892 0.68787  -0.2663
C -0.33242 0.43699 0.22351  0.0372
C -1.08876 -1.71369 1.56788  -0.0576
Si 3.14161 0.05317 0.82417  0.6935
H 2.41559 4.06293 0.39021  0.0227
H 4.73292 -1.62437 -2.45027  0.0128
H -3.96307 1.25427 -0.83416  0.1092
H -2.31153 2.46355 -1.59675  0.0718
H -3.36816 -0.98086 0.68109  0.1044
H 0.32233 1.88489 -1.07794  0.0906
H -0.07050 -1.83375 1.87661  0.0498
H -1.66641 -1.39904 2.42858  0.0715
H -1.48380 -2.66354 1.25471  0.0697
H 3.31157 -0.58085 2.10776  -0.0814

Forces on atoms 1 to 6 (eV/Å):
-0.477 -0.144 0.472
0.535 -0.308 -1.641
0.709 -1.318 0.233
-1.244 1.326 3.266
-0.618 -0.517 1.654
2.745 -1.132 0.818

Results
HOMO-LUMO gap (alpha / beta) in eV: 6.9710 / 7.9776
Total energy in hartree: -714.35187
Relative energy (zero: lowest compared OMol25 entry of this formula, charge and spin) in kcal/mol: 119.2
Charge: 0


No. 3
Molecular formula: C11H11BrEuO2
Method: DFT, ωB97M-V with the def2-TZVPD basis set

Each line ends with the Löwdin charge.
CARTESIAN COORDINATES (ANGSTROEM)
C -2.18131 -0.32403 0.35217  -0.3125
C -2.03523 -0.88307 1.66436  -0.2240
C -1.69338 0.16776 2.55948  -0.1960
H -2.18345 -1.92839 1.92464  0.0646
C -1.63657 1.38671 1.82378  -0.2166
C -1.93428 1.09351 0.45420  -0.3027
H -1.97564 1.81168 -0.37001  0.0533
H -2.41650 -0.87258 -0.56422  0.0593
H -1.53131 0.06019 3.62712  0.0688
H -1.44203 2.38086 2.24520  0.0576
Eu 0.53972 -0.10488 -0.21497  1.3422
Br 0.35518 -2.92903 -0.08123  -0.1862
C 2.28586 0.94324 -1.86236  -0.2575
C 1.05814 1.67923 -1.97827  -0.2783
C 0.06561 0.79737 -2.52720  -0.2863
H 0.90034 2.72384 -1.69083  0.0756
C 0.67989 -0.48162 -2.73836  -0.2928
C 2.04592 -0.39325 -2.32385  -0.2680
H 2.77243 -1.20460 -2.34210  0.0778
H 3.23840 1.34257 -1.50962  0.0741
H -0.98623 1.04545 -2.69220  0.0780
H 0.17699 -1.38247 -3.08978  0.0705
O 1.42028 -1.56852 3.53491  -0.0872
C 1.49436 -1.21045 2.37252  -0.7151
O 1.65963 -0.08176 1.78370  -0.2986
H 1.32319 -2.06777 1.64294  -0.1001

Forces on atoms 1 to 6 (eV/Å):
-0.108 0.648 0.739
-0.005 0.939 -0.448
-0.472 0.131 -0.848
0.248 0.230 -0.097
-0.151 -0.491 -0.308
-0.219 -0.528 0.426

Results
Spin multiplicity: 8
HOMO-LUMO gap (alpha / beta) in eV: 5.1496 / 6.0688
Total energy in hartree: -3860.63586
Relative energy (zero: lowest compared OMol25 entry of this formula, charge and spin) in kcal/mol: 0.0
Charge: -2


No. 4
Molecular formula: C11H11F9N3O4S
Method: DFT, ωB97M-V with the def2-TZVPD basis set

Each line ends with the Löwdin charge.
CARTESIAN COORDINATES (ANGSTROEM)
C 0.36564 -1.01684 3.02287  -0.0183
C -1.27456 -1.00618 3.01851  -0.2631
O -1.86358 0.17604 3.35133  -0.0521
O -2.14928 -2.15638 2.73809  -0.0998
C -2.38290 -2.32573 1.29312  -0.1686
C -3.50417 -1.24874 0.72671  -0.1516
C -3.12676 -0.64858 -0.77419  -0.1009
C -2.03125 0.58304 -0.66277  -0.0511
N -0.63167 0.70706 -1.29809  0.1294
N -0.16212 1.92503 -0.83217  -0.2176
S 1.31512 2.81362 -1.11242  0.9457
O 1.38830 3.89961 0.03106  -0.3080
O 1.30125 3.65470 -2.44760  -0.2681
C 2.88940 1.78468 -0.91775  -0.2140
F 4.02063 2.78604 -0.94347  0.0499
F 2.86626 1.23574 0.45437  0.0292
C 3.14603 0.70357 -2.11435  -0.1007
F 2.11323 0.87416 -3.18942  0.0324
F 4.44929 1.10180 -2.76729  0.0511
C 3.33557 -0.85257 -1.64520  -0.0708
F 3.89308 -1.57692 -2.84958  0.0500
F 4.39518 -1.04272 -0.58464  0.0578
C 1.95226 -1.64392 -1.25937  -0.1494
F 1.30706 -1.21137 0.00041  0.0136
F 2.35112 -3.08508 -1.04133  0.0426
F 0.92379 -1.67049 -2.32511  0.0485
C -1.18426 2.60696 0.06573  0.1232
N -2.43605 1.76342 0.19513  0.1709
H 0.78293 -1.04549 4.13081  0.1186
H 0.85321 -1.91781 2.43748  0.0921
H 0.72608 0.00775 2.55791  0.0913
H -2.84130 -3.41570 1.14814  0.1562
H -1.37835 -2.33086 0.66268  0.1326
H -4.53735 -1.82101 0.74376  0.1376
H -3.62955 -0.34615 1.49514  0.1113
H -2.64475 -1.56206 -1.37108  0.1426
H -4.13621 -0.32647 -1.27785  0.1369
H -1.15648 3.64440 0.60844  0.1846
H -3.30492 1.98348 0.73200  0.1861

Forces on atoms 1 to 6 (eV/Å):
0.093 -0.323 -0.122
-2.866 5.591 1.668
3.480 -7.558 -2.369
2.346 2.406 -0.943
-0.496 -0.755 -1.147
0.087 0.393 0.819

Results
HOMO-LUMO gap in eV: 7.7428
Total energy in hartree: -2187.15038
Relative energy (zero: lowest compared OMol25 entry of this formula, charge and spin) in kcal/mol: 338.9
Charge: +1


No. 5
Molecular formula: C11H11N
Method: DFT, ωB97M-V with the def2-TZVPD basis set

Each line ends with the Löwdin charge.
CARTESIAN COORDINATES (ANGSTROEM)
C -2.28696 2.60698 -0.14727  -0.1257
C -1.46587 2.95767 0.87086  -0.0874
C -0.41660 2.06270 1.22500  -0.0344
C -0.31506 0.85429 0.56132  -0.1753
C -1.10319 0.60285 -0.53785  -0.0620
C -2.11840 1.46809 -0.89431  -0.0736
H -3.19304 3.23500 -0.34126  0.1202
H -1.59100 3.82234 1.47342  0.0897
H 0.26406 2.14151 2.13513  0.1286
H 0.33984 0.14151 0.88394  -0.0753
H -0.92607 -0.27022 -1.06596  0.0829
H -2.70645 1.25643 -1.77361  0.1048
C 0.06015 -2.48708 -0.26417  -0.0648
C 0.21682 -1.44975 0.68983  -0.0718
C 1.54577 -0.74439 0.70660  -0.1530
N 2.47345 -0.91492 -0.22327  0.0763
C 2.34298 -2.02313 -1.03730  -0.0997
C 1.20954 -2.86164 -0.98388  -0.0683
H -0.86870 -3.04594 -0.28100  0.1078
H -0.55943 -0.92884 1.28984  0.1255
H 1.69017 0.13915 1.30815  0.1141
H 3.09871 -2.24791 -1.66746  0.0599
H 1.12259 -3.75803 -1.53131  0.0814

Forces on atoms 1 to 6 (eV/Å):
-2.587 1.489 -0.738
2.287 -1.271 1.410
-0.183 0.001 1.060
-2.071 4.589 -0.521
-0.624 1.240 0.307
0.790 -0.635 -0.366

Results
HOMO-LUMO gap in eV: 9.5947
Total energy in hartree: -480.35499
Relative energy (zero: lowest compared OMol25 entry of this formula, charge and spin) in kcal/mol: 109.6
Charge: 0


No. 6
Molecular formula: C11H11N2O
Method: DFT, ωB97M-V with the def2-TZVPD basis set

Each line ends with the Löwdin charge.
CARTESIAN COORDINATES (ANGSTROEM)
O -0.54899 -2.04958 -1.34019  0.1964
C -1.11364 -1.22721 -0.69745  -0.3317
C -2.39657 -1.38244 0.10134  -0.0452
C -2.94111 0.03249 0.20719  -0.0806
N -1.71306 0.87905 0.31784  0.1405
C -0.65649 0.22295 -0.50306  -0.2083
C -0.26465 0.92465 -1.80394  -0.0468
N 0.97104 1.13521 -1.95226  0.1722
C 1.67976 0.69900 -0.83427  -0.2261
C 3.04815 0.72876 -0.63771  0.0284
C 3.54053 0.20777 0.55274  -0.0417
C 2.69702 -0.32372 1.51517  -0.0503
C 1.31529 -0.35476 1.32906  -0.0247
C 0.84445 0.17296 0.15896  -0.0668
H -3.07092 -2.07974 -0.39168  0.1457
H -2.15060 -1.80177 1.07971  0.1435
H -3.46796 0.30453 -0.70944  0.1485
H -3.59998 0.18660 1.06155  0.1440
H -1.87850 1.84048 -0.00141  0.2001
H -1.39549 0.92877 1.29362  0.1962
H -0.97921 1.16810 -2.56889  0.1323
H 3.69891 1.12061 -1.40053  0.1259
H 4.60643 0.20684 0.72499  0.1179
H 3.10173 -0.74305 2.42110  0.1142
H 0.67386 -0.79648 2.07760  0.1166

Forces on atoms 1 to 6 (eV/Å):
0.112 0.068 -0.104
-0.578 0.045 0.303
-0.112 -0.232 -0.077
-0.759 -0.704 0.004
0.253 0.432 0.113
3.594 -0.217 0.422

Results
HOMO-LUMO gap in eV: 8.8124
Total energy in hartree: -610.24381
Relative energy (zero: lowest compared OMol25 entry of this formula, charge and spin) in kcal/mol: 40.3
Charge: +1


No. 7
Molecular formula: C11H11N2S2
Method: DFT, ωB97M-V with the def2-TZVPD basis set

Each line ends with the Löwdin charge.
CARTESIAN COORDINATES (ANGSTROEM)
C -3.94650 0.67889 -0.15624  -0.0207
C -3.87257 2.02868 0.03307  -0.0741
C 4.20163 -0.93014 -0.36046  -0.1546
C -2.72651 -0.16776 -0.24667  0.0319
C -2.66103 2.66774 0.01512  -0.0902
C 2.87006 -0.98462 -0.73116  -0.0790
C 4.55575 0.26837 0.19877  -0.3563
C -1.51567 0.51054 -0.19020  -0.2401
C -1.47804 1.95932 -0.12249  -0.5347
C 2.20406 0.19063 -0.33384  -0.5483
C 0.86190 0.56036 -0.21539  -0.2090
N -0.27586 -0.15519 -0.32887  0.0921
N 0.07278 -2.60105 0.54193  0.0132
S 3.26980 1.32426 0.33380  1.1284
S 0.10921 2.61403 -0.01657  1.0042
H -4.75626 -0.02990 -0.04787  0.1063
H -4.69006 2.63266 0.30583  0.1088
H 4.80343 -1.83212 -0.46446  0.1286
H -2.78712 -1.18857 -0.05535  0.0870
H -2.54134 3.68319 0.29530  0.1080
H 2.37764 -1.86783 -1.16883  0.1322
H 5.58067 0.39542 0.38763  0.0806
H -0.21902 -1.15533 -0.16982  0.0446
H 1.02619 -2.49792 0.99445  0.0748
H 0.17234 -3.55732 0.16259  0.0690
H -0.63548 -2.54634 1.33975  0.0973

Forces on atoms 1 to 6 (eV/Å):
2.692 -3.867 0.307
0.058 -0.350 -0.182
-0.368 -1.184 -0.410
-1.283 4.583 0.741
1.791 -0.387 0.361
-1.557 -0.078 0.435

Results
HOMO-LUMO gap (alpha / beta) in eV: 7.1145 / 7.1139
Total energy in hartree: -1331.35744
Relative energy (zero: lowest compared OMol25 entry of this formula, charge and spin) in kcal/mol: 0.0
Charge: +1


No. 8
Molecular formula: C11H11N3
Method: DFT, ωB97M-V with the def2-TZVPD basis set

Each line ends with the Löwdin charge.
CARTESIAN COORDINATES (ANGSTROEM)
C -1.87367 0.29320 1.44210  -0.0809
C -1.36261 -1.11067 1.02761  -0.1839
C -1.17344 -1.33517 -0.48588  -0.2569
C -2.05491 -0.48147 -1.32147  -0.1997
N -2.58892 0.31397 -1.95535  0.1893
C 0.31456 -1.23448 -0.93964  -0.2208
C 0.42543 -1.20527 -2.42434  -0.1792
N 0.49929 -1.13144 -3.56737  0.1789
C 1.06280 -0.05379 -0.32541  -0.1935
C 0.63344 1.24296 -0.61634  -0.0054
C 1.38262 2.25859 -0.00466  -0.0295
C 2.46616 1.87414 0.78620  -0.1551
N 2.88977 0.64697 1.03428  0.0761
C 2.16474 -0.32373 0.47686  -0.0906
H -1.68244 1.06765 0.70659  0.0537
H -1.34811 0.59626 2.35010  0.0760
H -2.92809 0.23010 1.69891  0.0754
H -2.11596 -1.83010 1.35152  0.1092
H -0.46320 -1.35685 1.58925  0.1096
H -1.46463 -2.36671 -0.69569  0.1441
H 0.78632 -2.16921 -0.63604  0.1445
H -0.20738 1.44693 -1.26138  0.1116
H 1.12403 3.29628 -0.13947  0.1048
H 3.03390 2.67396 1.25056  0.1046
H 2.48031 -1.34214 0.65905  0.1179

Forces on atoms 1 to 6 (eV/Å):
0.558 -0.463 0.543
-0.773 0.415 0.116
-0.188 -0.451 -0.379
0.665 0.250 0.429
-0.207 -0.257 0.045
0.037 0.242 -0.515

Results
HOMO-LUMO gap in eV: 10.5442
Total energy in hartree: -589.99972
Relative energy (zero: lowest compared OMol25 entry of this formula, charge and spin) in kcal/mol: 31.2
Charge: 0